No. 1
ORCA calculation (wB97M-V/def2-TZVPD) on one molecule with the formula C2H5N3S2.

Output
E_HOMO	-9.0	eV
orbital gap	0.315	Ha
SMILES	[H]/N=C(/N)NSC=S
relative energy (zero: lowest compared OMol25 entry of this formula, charge and spin)	129.7	kJ/mol

Structure (ORCA input):
```
! RIJCOSX wB97M-V def2-TZVPD def2/J DEFGRID3
* xyz 0 1
H 0.35 -1.71 -0.34
N -0.54 -1.63 0.10
C -0.69 -0.47 0.60
N -1.90 -0.07 1.16
N 0.26 0.57 0.66
S 1.84 0.43 0.09
C 1.65 0.58 -1.64
S 2.89 0.55 -2.67
H -1.82 0.38 2.07
H -2.52 -0.84 1.18
H -0.14 1.52 0.74
H 0.63 0.68 -1.95
*
```

No. 2
ORCA calculation (wB97M-V/def2-TZVPD) on an isolated ion of composition C3H3O3S and charge -1 in a non-equilibrium geometry.

Output
E_HOMO (spin up / spin down)	-2.2 / -2.2	eV
orbital gap (spin up / spin down)	0.220 / 0.220	Ha
SMILES	O=C/C=C/OS[O-]
relative energy (zero: lowest compared OMol25 entry of this formula, charge and spin)	232.5	kJ/mol

Structure (ORCA input):
```
! RIJCOSX wB97M-V def2-TZVPD def2/J DEFGRID3
* xyz -1 1
O 1.42 1.51 0.02
C 1.16 0.31 -0.07
C -0.11 -0.28 -0.04
C -1.27 0.42 0.08
O -2.43 -0.16 -0.01
S -3.86 0.71 0.06
O -4.98 -0.30 0.08
H 1.94 -0.32 -0.40
H -0.02 -1.28 -0.33
H -1.43 1.46 -0.08
*
```

No. 3
ORCA calculation (wB97M-V/def2-TZVPD) on an isolated ion of composition C7H6BrN2 and charge +1 in a non-equilibrium geometry.

Output
expectation value of S²	2.04
E_HOMO (spin up / spin down)	-11.1 / -14.1	eV
orbital gap (spin up / spin down)	0.256 / 0.210	Ha

Structure (ORCA input):
```
! RIJCOSX wB97M-V def2-TZVPD def2/J DEFGRID3
* xyz 1 3
C -1.26 -1.39 0.08
C -1.41 -0.06 0.20
C -0.04 -2.02 0.04
C -0.36 0.85 0.10
C 1.13 -1.10 0.02
C 0.95 0.37 0.06
C -0.69 2.27 -0.08
N 3.39 -1.97 -0.13
N 2.39 -1.54 -0.04
Br 2.44 1.53 -0.03
H -2.11 -1.97 0.06
H -2.36 0.28 0.01
H 0.11 -3.07 -0.09
H -0.60 2.79 0.93
H 0.09 2.72 -0.71
H -1.68 2.32 -0.43
*
```